[1]
ORCA calculation (the ωB97M-V functional and the def2-TZVPD basis) on 2 unconnected molecules or ions with the total composition C6H8 at a distorted geometry.

The geometry in XYZ format:
```
14
Properties=species:S:1:pos:R:3:nbo_charge:R:1
C 2.20 -0.67 -0.14 -0.034
C 3.33 -1.14 -0.16 -0.226
C 1.04 0.15 0.01 -0.183
C 1.21 1.65 0.30 -0.627
C -0.12 -0.60 -0.07 -0.090
C -2.58 -0.77 -0.06 -0.436
H 1.53 1.75 1.31 0.230
H 0.32 2.00 0.01 0.224
H 1.76 2.34 -0.44 0.228
H -0.08 -1.61 -0.22 0.156
H -2.99 -0.09 -0.71 0.178
H 4.35 -1.41 -0.05 0.235
H -2.56 -1.70 -0.40 0.164
H -2.92 -0.70 0.92 0.181
```

The HOMO energy (spin up / spin down) is -8.8 / -8.8 eV. The calculation puts the total energy at -6344.176 eV. For the relative energy (zero: lowest compared OMol25 entry of this formula, charge and spin), the calculation gives 152.37 kcal/mol. As for the total charge: 0. For the HOMO-LUMO gap (spin up / spin down), the calculation gives 8.7118 / 8.6703 eV.

[2]
ORCA calculation (the ωB97M-V functional and the def2-TZVPD basis) on 7 unconnected molecules or ions with the total composition C14H42O7 at a distorted geometry.

The geometry in XYZ format:
```
63
Properties=species:S:1:pos:R:3:nbo_charge:R:1
C 2.79 -1.06 -2.15 -0.636
C 4.15 -0.44 -2.04 -0.093
O 4.93 -0.98 -0.85 -0.754
H 2.88 -2.26 -2.06 0.214
H 2.57 -0.97 -3.17 0.218
H 1.93 -0.80 -1.32 0.219
H 4.00 0.58 -1.69 0.186
H 4.70 -0.68 -2.99 0.181
H 5.81 -0.56 -0.91 0.462
C -3.90 3.71 1.98 -0.585
C -4.64 3.60 0.63 -0.057
O -3.94 2.79 -0.25 -0.741
H -2.80 4.13 1.66 0.200
H -3.94 2.88 2.40 0.191
H -4.36 4.39 2.64 0.216
H -5.02 4.58 0.10 0.167
H -5.59 3.04 0.88 0.149
H -4.60 2.50 -0.95 0.489
C 2.67 3.45 0.56 -0.598
C 3.00 5.00 0.42 -0.067
O 2.49 5.39 -0.85 -0.701
H 2.85 3.07 1.41 0.203
H 2.99 3.13 -0.25 0.196
H 1.60 3.38 0.71 0.199
H 4.02 5.13 0.63 0.153
H 2.62 5.55 1.26 0.148
H 3.11 6.25 -1.00 0.466
C 0.04 0.27 1.18 -0.599
C -0.86 1.19 0.44 -0.034
O -2.19 0.94 0.59 -0.777
H 1.02 0.48 0.97 0.208
H -0.17 -0.55 0.76 0.194
H -0.29 0.36 2.24 0.202
H -0.53 1.22 -0.57 0.145
H -0.64 2.15 0.80 0.140
H -2.82 1.60 0.34 0.510
C -5.25 -2.66 -1.16 -0.649
C -4.65 -1.66 -0.24 -0.077
O -3.31 -1.34 -0.68 -0.752
H -5.16 -2.21 -2.17 0.216
H -6.32 -3.13 -1.07 0.233
H -4.57 -3.66 -0.99 0.217
H -4.59 -2.05 0.70 0.168
H -5.25 -0.79 -0.32 0.151
H -3.03 -0.61 -0.26 0.492
C 0.09 -4.49 -2.41 -0.619
C -0.69 -3.25 -1.98 -0.060
O -2.09 -3.64 -1.95 -0.780
H -0.08 -5.40 -1.72 0.211
H 1.17 -4.21 -2.61 0.202
H -0.23 -4.81 -3.36 0.207
H -0.63 -2.57 -2.89 0.156
H -0.25 -2.77 -1.07 0.165
H -2.77 -2.96 -1.73 0.507
C 3.41 -1.45 2.76 -0.638
C 4.13 -2.74 2.34 -0.055
O 4.08 -3.56 3.36 -0.696
H 3.45 -0.68 2.05 0.212
H 4.22 -0.81 3.42 0.201
H 2.33 -1.69 3.21 0.200
H 5.11 -2.49 2.13 0.166
H 3.79 -3.07 1.47 0.148
H 3.23 -3.77 3.62 0.461
```

The HOMO energy is -9.4 eV. The calculation puts the total energy at -29521.924 eV. The structure (SMILES) is CCO.CCO.CCO.CCO.CCO.CCO.CCO. For the relative energy (zero: lowest compared OMol25 entry of this formula, charge and spin), the calculation gives 220.25 kcal/mol. As for the total charge: 0. For the HOMO-LUMO gap, the calculation gives 9.8675 eV.

[3]
ORCA calculation (the ωB97M-V functional and the def2-TZVPD basis) on a molecular structure, C43H54F6MnN4O6PSSeSi4Te at a distorted geometry.

The geometry in XYZ format:
```
122
Properties=species:S:1:pos:R:3:mulliken_spin:R:1
Mn 0.37 0.63 -0.34 2.979
C 6.23 3.05 2.38 0.000
C 5.23 2.41 1.44 -0.001
C 5.53 1.22 0.76 0.001
C 4.63 0.58 -0.06 -0.008
C 5.08 -0.59 -0.89 0.001
O 4.98 -0.56 -2.09 0.000
C 5.76 -1.76 -0.22 0.000
C 6.39 -2.70 -1.03 0.000
C 7.03 -3.79 -0.47 0.000
C 7.05 -3.96 0.91 0.000
C 6.41 -3.04 1.72 0.000
C 5.75 -1.95 1.16 0.000
C 3.29 1.08 -0.18 0.038
O 2.38 0.40 -0.72 0.013
C 3.06 2.40 0.34 -0.027
C 4.01 2.99 1.19 0.010
C 1.93 3.13 -0.19 -0.020
N 0.98 2.56 -0.86 -0.043
C 0.32 3.39 -1.90 0.017
C 0.38 2.64 -3.24 0.021
Te -0.72 3.64 -4.78 0.000
C 1.06 4.63 -5.45 0.006
C 1.71 4.25 -6.62 0.000
C 2.90 4.86 -7.00 0.000
C 3.46 5.86 -6.21 0.000
C 2.82 6.25 -5.04 0.000
C 1.62 5.64 -4.67 0.000
C 1.92 4.63 -0.04 0.002
C 0.78 5.23 0.47 0.048
C 0.73 6.61 0.66 0.001
C 1.83 7.40 0.33 0.001
C 2.97 6.80 -0.19 -0.001
C 3.02 5.42 -0.37 0.000
H 7.16 2.49 2.39 0.000
H 5.85 3.08 3.40 0.000
H 6.45 4.08 2.09 0.000
H 6.53 0.80 0.85 0.001
H 6.34 -2.55 -2.10 0.000
H 7.50 -4.52 -1.12 0.000
H 7.56 -4.81 1.35 0.000
H 6.40 -3.18 2.80 0.000
H 5.21 -1.26 1.80 0.000
H 3.78 3.95 1.64 0.000
H 0.88 4.32 -2.01 0.013
H -0.70 3.64 -1.64 -0.012
H -0.02 1.64 -3.13 0.000
H 1.41 2.57 -3.59 0.006
H 1.29 3.47 -7.24 0.000
H 3.40 4.55 -7.91 0.000
H 4.40 6.32 -6.50 0.000
H 3.25 7.02 -4.42 0.000
H 1.12 5.96 -3.76 0.000
H -0.08 4.62 0.72 -0.025
H -0.16 7.06 1.08 0.000
H 1.80 8.47 0.49 0.000
H 3.82 7.41 -0.45 0.000
H 3.90 4.96 -0.78 0.001
F 0.88 -1.61 -1.02 0.005
P 1.62 -3.07 -0.63 0.007
F 3.05 -2.47 -1.05 0.002
F 0.15 -3.63 -0.25 -0.001
F 1.38 -3.51 -2.18 0.001
F 1.86 -2.59 0.86 0.000
F 2.27 -4.52 -0.30 0.000
Se -3.56 1.76 -2.83 0.208
N -4.11 2.97 -1.61 0.269
C -3.31 2.82 -0.55 -0.043
C -3.35 3.56 0.64 0.231
C -2.37 3.32 1.60 -0.035
C -1.37 2.38 1.38 0.212
N -1.28 1.65 0.25 -0.080
C -2.26 1.80 -0.68 -0.112
N -2.24 1.10 -1.79 0.188
H -4.11 4.31 0.78 0.001
H -2.36 3.87 2.53 0.011
H -0.60 2.19 2.11 0.019
C -2.34 -2.21 -3.01 -0.017
Si -2.86 -3.34 -1.60 0.003
C -4.66 -3.85 -1.95 -0.001
C -1.98 -4.98 -1.94 0.000
Si -2.81 -2.54 0.64 -0.009
Si -2.25 -4.11 2.32 0.000
C -2.99 -3.47 3.95 0.000
C -0.68 -5.07 2.69 0.000
C -3.44 -5.54 1.86 0.000
Si -4.89 -1.50 1.22 -0.003
C -6.05 -2.94 1.71 0.000
C -4.98 -0.28 2.66 0.001
C -5.92 -0.71 -0.15 -0.002
H -2.12 -2.80 -3.91 0.000
H -1.43 -1.67 -2.73 0.002
H -3.10 -1.47 -3.24 0.011
H -4.72 -4.35 -2.92 0.000
H -5.36 -3.00 -1.96 0.000
H -5.01 -4.55 -1.18 0.000
H -2.44 -5.45 -2.82 0.000
H -2.07 -5.66 -1.09 0.000
H -0.92 -4.83 -2.13 0.000
H -2.68 -2.43 4.11 0.000
H -2.65 -4.07 4.80 0.000
H -4.09 -3.50 3.92 0.000
H 0.09 -4.40 3.08 0.000
H -0.27 -5.51 1.77 0.000
H -0.88 -5.88 3.40 0.000
H -4.43 -5.17 1.56 0.000
H -3.57 -6.23 2.71 0.000
H -3.05 -6.13 1.01 0.000
H -5.64 -3.57 2.51 0.000
H -6.23 -3.59 0.84 0.000
H -7.01 -2.54 2.04 0.000
H -3.97 -0.01 2.98 0.000
H -5.50 -0.71 3.53 0.000
H -5.49 0.64 2.36 0.001
H -5.71 -1.15 -1.13 0.000
H -6.98 -0.85 0.07 0.001
H -5.73 0.36 -0.23 0.001
O -0.61 -2.17 2.64 0.005
S -0.88 -0.89 2.00 0.015
O -1.88 -0.13 2.73 0.002
O -1.57 -1.28 0.60 0.070
O 0.33 -0.09 1.69 0.016
```

The HOMO energy (spin up / spin down) is -1.5 / -2.7 eV. Its spin multiplicity is 5. The calculation puts the total energy at -235624.601 eV. As for the total charge: -2. For the HOMO-LUMO gap (spin up / spin down), the calculation gives 4.8958 / 6.0332 eV.

[4]
ORCA calculation (the ωB97M-V functional and the def2-TZVPD basis) on a molecular structure, C33H36Cl2N5O7RuSSi.

The geometry in XYZ format:
```
86
Properties=species:S:1:pos:R:3:mulliken_spin:R:1
Ru 0.06 0.20 0.57 2.443
Cl 0.28 -0.36 3.62 0.019
C 1.48 0.28 4.74 0.002
Cl 2.11 1.87 4.27 0.002
H 2.31 -0.42 4.78 -0.001
H 1.00 0.39 5.71 0.002
O -3.95 -0.64 0.90 0.003
C -2.77 -0.87 1.18 -0.016
O -1.92 0.07 1.41 0.093
C -2.31 -2.30 1.27 -0.060
C -3.29 -3.26 1.49 0.079
C -2.99 -4.63 1.49 0.004
C -1.67 -5.02 1.30 0.151
C -0.68 -4.05 1.12 -0.030
C -0.96 -2.67 1.02 0.067
O -0.05 -1.83 0.60 0.200
N 0.69 -4.53 1.04 -0.003
O 1.59 -3.82 1.46 -0.004
O 0.87 -5.69 0.66 0.000
N -3.99 -5.58 1.66 0.260
O -5.21 -5.18 1.80 0.234
O -3.67 -6.82 1.65 0.230
H -4.31 -2.95 1.65 0.020
H -1.40 -6.06 1.33 0.034
C 4.92 3.29 -1.55 0.001
C 4.27 2.31 -2.28 -0.001
C 3.53 1.33 -1.63 0.005
C 3.44 1.29 -0.23 -0.010
C 4.12 2.28 0.48 0.009
C 4.85 3.27 -0.16 0.003
Si 2.45 -0.08 0.64 -0.041
C 3.13 -1.66 -0.16 -0.005
C 2.57 -2.22 -1.31 0.018
C 3.13 -3.36 -1.89 0.000
C 4.25 -3.96 -1.32 -0.001
C 4.81 -3.41 -0.18 0.001
C 4.25 -2.27 0.39 -0.005
H 5.49 4.06 -2.05 0.000
H 4.32 2.31 -3.36 0.000
H 3.02 0.57 -2.21 0.004
H 4.07 2.27 1.57 0.000
H 5.36 4.03 0.42 0.000
H 3.07 -0.11 2.00 0.003
H 1.68 -1.79 -1.74 0.000
H 2.66 -3.80 -2.76 0.000
H 4.66 -4.85 -1.76 0.000
H 5.67 -3.88 0.28 0.000
H 4.69 -1.87 1.30 0.000
C -4.17 -2.44 -3.23 0.001
C -3.44 -2.45 -1.89 0.011
N -2.16 -1.77 -1.97 0.016
C -1.94 -0.45 -1.96 0.034
S -0.35 0.15 -2.19 0.097
N -2.99 0.36 -1.72 0.009
C -2.82 1.80 -1.50 -0.015
C -2.84 2.59 -2.80 0.004
H -5.12 -2.97 -3.14 0.000
H -3.57 -2.93 -4.00 0.000
H -4.38 -1.42 -3.55 0.000
H -3.24 -3.47 -1.57 0.003
H -4.06 -2.00 -1.11 -0.008
H -1.32 -2.32 -2.05 0.000
H -3.71 -0.04 -1.12 -0.004
H -1.90 1.99 -0.94 0.015
H -3.65 2.10 -0.86 0.001
H -2.03 2.28 -3.45 -0.001
H -2.72 3.66 -2.58 0.000
H -3.79 2.45 -3.32 0.000
C 0.94 3.68 -1.44 0.017
C 0.28 4.24 -0.21 0.141
C 0.05 5.60 -0.07 -0.108
C -0.57 6.12 1.05 0.185
C -1.00 5.25 2.05 -0.110
C -0.81 3.88 1.95 0.149
C -1.35 2.97 3.02 -0.008
C -0.12 3.35 0.82 -0.090
N 0.13 2.04 0.72 0.909
H 1.25 4.48 -2.11 0.001
H 0.27 3.01 -1.97 0.008
H 1.81 3.09 -1.16 0.003
H 0.38 6.26 -0.87 -0.002
H -0.73 7.19 1.15 0.017
H -1.53 5.64 2.91 -0.001
H -2.26 3.38 3.45 0.005
H -0.62 2.85 3.83 0.011
H -1.57 1.98 2.62 -0.003
```

The HOMO energy (spin up / spin down) is 0.2 / -2.7 eV. Its spin multiplicity is 6. The calculation puts the total energy at -102924.945 eV. For the relative energy (zero: lowest compared OMol25 entry of this formula, charge and spin), the calculation gives 0.00 kcal/mol. As for the total charge: -2. For the HOMO-LUMO gap (spin up / spin down), the calculation gives 3.7367 / 6.5171 eV.

[5]
ORCA calculation (the ωB97M-V functional and the def2-TZVPD basis) on 2 unconnected molecules or ions with the total composition C9H15N3 at a distorted geometry.

The geometry in XYZ format:
```
27
Properties=species:S:1:pos:R:3:nbo_charge:R:1
C 1.92 -1.79 -0.67 -0.614
C 1.21 -0.45 -0.43 -0.218
C 1.00 0.23 0.88 -0.223
C 1.29 -0.54 2.15 -0.612
C 2.10 0.72 -0.08 -0.223
C 2.08 1.95 -0.95 -0.604
C -3.04 -0.44 -0.65 0.274
C -2.89 0.97 -0.53 0.040
C -4.51 0.31 0.75 0.217
H 1.94 -1.93 -1.75 0.218
H 1.39 -2.63 -0.19 0.210
H 2.92 -1.75 -0.21 0.210
H 0.43 -0.19 -1.17 0.184
H 0.08 0.85 0.92 0.208
H 1.95 -1.41 1.96 0.208
H 0.35 -0.94 2.56 0.218
H 1.76 0.10 2.91 0.211
H 3.12 0.47 0.30 0.205
H 2.86 1.90 -1.72 0.213
H 1.14 2.08 -1.50 0.199
H 2.30 2.86 -0.35 0.210
H -1.59 -1.21 -1.75 0.344
H -2.13 1.42 -1.18 0.214
H -5.40 0.32 1.39 0.212
N -2.42 -1.43 -1.22 -0.461
N -3.69 1.32 0.39 -0.418
N -4.17 -0.78 0.16 -0.422
```

The HOMO energy is -9.6 eV. The calculation puts the total energy at -14043.328 eV. The structure (SMILES) is C[C@H]1[C@H](C)[C@H]1C.[H]/N=C1\C=NC=N1. For the relative energy (zero: lowest compared OMol25 entry of this formula, charge and spin), the calculation gives 74.60 kcal/mol. As for the total charge: 0. For the HOMO-LUMO gap, the calculation gives 8.1342 eV.

[6]
ORCA calculation (the ωB97M-V functional and the def2-TZVPD basis) on a molecular structure, C2H3CdF4NO4S2 at a distorted geometry.

The geometry in XYZ format:
```
17
Properties=species:S:1:pos:R:3:nbo_charge:R:1
N -0.55 0.93 -0.12 -0.930
S -1.55 0.52 -1.71 1.709
O -0.41 -0.06 -2.56 -1.160
O -1.88 1.89 -2.17 -0.905
S 0.02 -0.42 0.51 2.166
O 1.28 -0.87 -0.16 -1.070
O -1.00 -1.45 0.61 -0.874
C 0.59 -0.02 2.25 0.773
F 1.73 0.62 2.22 -0.294
F -0.34 0.71 2.83 -0.290
F 0.73 -1.16 2.89 -0.287
Cd 1.38 -0.70 -2.16 1.773
F 2.60 0.60 -2.55 -0.871
C 0.34 2.23 -0.23 -0.447
H 1.05 2.43 -1.04 0.245
H 0.85 2.37 0.73 0.216
H -0.41 3.00 -0.42 0.246
```

The HOMO energy is -10.3 eV. The calculation puts the total energy at -48904.607 eV. As for the total charge: 0. For the HOMO-LUMO gap, the calculation gives 9.2333 eV.

[7]
ORCA calculation (the ωB97M-V functional and the def2-TZVPD basis) on a molecular structure, FNO4S at a distorted geometry.

The geometry in XYZ format:
```
7
Properties=species:S:1:pos:R:3:nbo_charge:R:1
N 1.42 -0.37 0.53 0.817
O 0.90 -1.30 0.96 -0.198
O 2.12 0.51 0.79 -0.188
O -2.75 0.78 -1.26 -0.802
O -1.11 0.62 0.64 -0.847
F 1.16 -0.26 -1.09 -0.430
S -1.74 0.02 -0.57 1.648
```

The HOMO energy is -12.0 eV. The calculation puts the total energy at -23227.723 eV. For the relative energy (zero: lowest compared OMol25 entry of this formula, charge and spin), the calculation gives 34.67 kcal/mol. As for the total charge: 0. For the HOMO-LUMO gap, the calculation gives 10.6399 eV.

[8]
ORCA calculation (the ωB97M-V functional and the def2-TZVPD basis) on 2 unconnected molecules or ions with the total composition C2H8N2 at a distorted geometry.

The geometry in XYZ format:
```
12
Properties=species:S:1:pos:R:3:nbo_charge:R:1
C 0.34 -1.50 -2.92 -0.859
H -0.41 -0.84 -2.49 0.212
H 0.03 -1.74 -3.92 0.221
H 1.31 -0.98 -2.94 0.209
H 0.63 -2.32 -2.25 0.217
N 0.74 -0.11 1.35 -0.836
C -0.27 0.69 0.83 0.279
N -1.12 1.25 1.59 -0.675
H 1.29 -0.60 0.67 0.372
H 1.29 0.38 2.04 0.393
H -0.08 0.98 -0.21 0.126
H -1.44 2.12 1.17 0.341
```

The HOMO energy is -9.4 eV. The calculation puts the total energy at -5183.074 eV. The structure (SMILES) is [H]/N=C/N.C. For the relative energy (zero: lowest compared OMol25 entry of this formula, charge and spin), the calculation gives 15.32 kcal/mol. As for the total charge: 0. For the HOMO-LUMO gap, the calculation gives 10.1875 eV.